# 1
The following is a DFT calculation (the ωB97M-V functional and the def2-TZVPD basis) of a 10-piece molecular cluster, C19H60N12O13 overall in a non-equilibrium geometry.

## Properties
HOMO-LUMO gap: 9.26 eV
E_LUMO: 0.3 eV
SMILES string: COC[C@H](C)N.COC[C@H](C)N.NC(N)=O.NC(N)=O.NC(N)=O.NC(N)=O.NC(N)=O.OCCO.OCCO.OCCO
strongest force on any atom: 3.0 eV/A

Bonds (Å) are listed after each position.
Geometry (Å):
1 C 2.23830 0.28213 2.32271  O2 1.411, H7 1.056, H8 1.124, H9 1.132
2 O 2.40938 -0.05144 3.68275  C1 1.411, C3 1.409
3 C 2.85147 1.02712 4.47430  O2 1.409, C4 1.532, H10 1.101, H11 1.131
4 C 4.31591 1.38983 4.20958  C3 1.532, C5 1.514, N6 1.476, H12 1.100
5 C 5.24988 0.24099 4.52599  C4 1.514, H13 1.063, H14 1.096, H15 1.097
6 N 4.85966 2.51806 4.99156  C4 1.476, H16 1.021, H17 1.001
7 H 1.80036 -0.58061 1.89984  C1 1.056
8 H 3.14254 0.70412 1.80464  C1 1.124
9 H 1.53294 1.16404 2.24538  C1 1.132
10 H 2.31035 1.94678 4.20199  C3 1.101
11 H 2.72350 0.76919 5.56808  C3 1.131
12 H 4.42808 1.72847 3.16919  C4 1.100
13 H 5.03676 -0.49696 3.79133  C5 1.063
14 H 5.06303 -0.09333 5.55332  C5 1.096
15 H 6.31222 0.51249 4.49972  C5 1.097
16 H 4.62873 2.48057 5.98490  N6 1.021
17 H 4.70550 3.44285 4.64144  N6 1.001
18 C -0.90944 -1.85842 -8.74726  O19 1.454, H24 1.133, H25 1.108, H26 1.120
19 O -1.16483 -1.25583 -7.44849  C18 1.454, C20 1.404
20 C 0.06120 -1.11178 -6.77952  O19 1.404, C21 1.518, H27 1.090, H28 1.131
21 C -0.13348 -0.30312 -5.51026  C20 1.518, C22 1.522, N23 1.453, H29 1.067
22 C 1.16288 -0.17712 -4.72256  C21 1.522, H30 1.065, H31 1.083, H32 1.091
23 N -1.17042 -0.87072 -4.66607  C21 1.453, H33 1.041, H34 1.013
24 H -0.24023 -1.14482 -9.31825  C18 1.133
25 H -1.87175 -2.10641 -9.23841  C18 1.108
26 H -0.32222 -2.79324 -8.56074  C18 1.120
27 H 0.51394 -2.08142 -6.57242  C20 1.090
28 H 0.86265 -0.54856 -7.34574  C20 1.131
29 H -0.30872 0.70743 -5.80611  C21 1.067
30 H 2.03217 0.16922 -5.23171  C22 1.065
31 H 1.48102 -1.12245 -4.29959  C22 1.083
32 H 1.15661 0.49522 -3.86323  C22 1.091
33 H -1.40571 -0.13862 -3.96506  N23 1.041
34 H -2.01099 -1.02520 -5.20947  N23 1.013
35 N 3.23005 -3.39697 -0.00671  C36 1.369, H39 1.002, H40 1.006
36 C 1.97462 -3.28982 -0.54242  N35 1.369, N37 1.331, O38 1.265
37 N 1.77514 -3.46994 -1.84558  C36 1.331, H41 1.025, H42 1.047
38 O 1.06117 -2.96292 0.26885  C36 1.265
39 H 3.31011 -3.24155 0.97965  N35 1.002
40 H 4.06700 -3.67818 -0.48796  N35 1.006
41 H 2.47869 -3.86299 -2.47962  N37 1.025
42 H 0.87237 -3.37656 -2.36860  N37 1.047
43 N -4.47071 1.19162 -1.45411  C44 1.418, H47 1.060, H48 1.028
44 C -3.26431 1.62046 -2.06357  N43 1.418, N45 1.353, O46 1.218
45 N -3.07823 2.95601 -2.18030  C44 1.353, H49 1.005, H50 1.027
46 O -2.54051 0.86002 -2.68093  C44 1.218
47 H -4.44297 0.17001 -1.17198  N43 1.060
48 H -4.80645 1.83769 -0.72786  N43 1.028
49 H -2.23956 3.22484 -2.66513  N45 1.005
50 H -3.58712 3.69716 -1.68380  N45 1.027
51 N 1.30124 -3.11526 3.05643  C52 1.369, H55 1.060, H56 1.018
52 C 0.72821 -2.20975 3.90848  N51 1.369, N53 1.405, O54 1.246
53 N 1.05987 -2.17061 5.27296  C52 1.405, H57 1.012, H58 1.019
54 O -0.12482 -1.38918 3.51783  C52 1.246
55 H 1.06079 -3.09991 2.02380  N51 1.060
56 H 1.64321 -4.00570 3.41102  N51 1.018
57 H 0.74308 -1.34793 5.76895  N53 1.012
58 H 2.05365 -2.37016 5.37733  N53 1.019
59 N -3.95202 -0.42792 3.48912  C60 1.397, H63 1.016, H64 1.006
60 C -3.74963 0.25857 4.68899  N59 1.397, N61 1.341, O62 1.214
61 N -2.51949 0.23108 5.22283  C60 1.341, H65 0.984, H66 1.025
62 O -4.65643 0.83789 5.25212  C60 1.214
63 H -4.79074 -0.10738 3.01456  N59 1.016
64 H -3.28500 -0.96710 2.96338  N59 1.006
65 H -2.45457 0.38283 6.19330  N61 0.984
66 H -1.81413 -0.35276 4.76224  N61 1.025
67 N -0.95238 0.45495 1.78739  C68 1.340, H71 1.023, H72 1.026
68 C -1.15341 0.63985 0.47579  N67 1.340, N69 1.345, O70 1.286
69 N -0.85041 -0.29154 -0.44619  C68 1.345, H73 1.024, H74 1.013
70 O -1.67275 1.71776 0.00318  C68 1.286
71 H -1.03495 1.31171 2.34041  N67 1.023
72 H -0.54906 -0.42236 2.13428  N67 1.026
73 H -0.42694 -1.19813 -0.22905  N69 1.024
74 H -1.07309 0.01292 -1.38634  N69 1.013
75 O 2.10214 2.31857 -2.44346  C76 1.420, H79 0.971
76 C 1.09841 3.17084 -1.91281  O75 1.420, C77 1.447, H80 1.077, H81 1.144
77 C 1.09148 2.99828 -0.47623  C76 1.447, O78 1.407, H82 1.087, H83 1.078
78 O 0.15852 3.87477 0.10870  C77 1.407, H84 0.970
79 H 2.70616 2.71161 -3.09373  O75 0.971
80 H 1.35806 4.21115 -2.00874  C76 1.077
81 H 0.12788 2.84689 -2.42473  C76 1.144
82 H 2.07589 3.28709 -0.11713  C77 1.087
83 H 0.80636 1.99888 -0.19103  C77 1.078
84 H -0.68376 3.39551 0.14685  O78 0.970
85 O -1.09093 -5.87182 -2.38691  C86 1.473, H89 0.969
86 C -1.68019 -4.70260 -1.71315  O85 1.473, C87 1.483, H90 1.067, H91 1.100
87 C -1.80319 -3.60827 -2.70581  C86 1.483, O88 1.441, H92 1.149, H93 1.070
88 O -0.55168 -3.15382 -3.25672  C87 1.441, H94 1.016
89 H -0.13048 -5.79419 -2.49385  O85 0.969
90 H -2.68224 -4.98948 -1.48408  C86 1.067
91 H -1.09789 -4.32581 -0.85876  C86 1.100
92 H -2.38238 -2.74381 -2.21848  C87 1.149
93 H -2.54608 -3.92041 -3.40984  C87 1.070
94 H -0.62584 -2.29339 -3.79253  O88 1.016
95 O -0.56341 3.27840 2.76357  C96 1.461, H99 0.952
96 C -1.69974 4.10023 3.17289  O95 1.461, C97 1.552, H100 1.091, H101 1.074
97 C -3.05464 3.77235 2.49142  C96 1.552, O98 1.433, H102 1.120, H103 1.083
98 O -3.04240 4.02569 1.08069  C97 1.433, H104 0.990
99 H -0.35024 3.52321 1.86862  O95 0.952
100 H -1.77462 3.87158 4.23708  C96 1.091
101 H -1.31435 5.09307 3.03399  C96 1.074
102 H -3.75671 4.48914 2.98959  C97 1.120
103 H -3.30477 2.72972 2.64256  C97 1.083
104 H -2.60017 3.23739 0.67747  O98 0.990

# 2
The following is a DFT calculation (the ωB97M-V functional and the def2-TZVPD basis) of a 11-piece molecular cluster, C19H60O11 overall in a non-equilibrium geometry.

## Properties
HOMO-LUMO gap: 9.86 eV
E_LUMO: 0.6 eV
SMILES string: CCO.CCO.CCO.CCO.CCO.CCO.CCO.CCO.CO.CO.CO
strongest force on any atom: 3.1 eV/A
energy above the lowest of the compared OMol25 structures with the same formula, charge and spin: 4.9879 eV

Bonds (Å) are listed after each position.
Geometry (Å):
1 C 9.98800 10.31600 22.65300  C2 1.553, H4 1.091, H5 1.084, H6 1.072
2 C 10.90400 10.92800 23.74800  C1 1.553, O3 1.372, H7 1.085, H8 1.091
3 O 11.96700 10.08800 23.96700  C2 1.372, H9 0.947
4 H 10.56200 10.17800 21.73500  C1 1.091
5 H 9.31600 11.08800 22.29600  C1 1.084
6 H 9.55100 9.42300 23.05500  C1 1.072
7 H 10.38200 11.08300 24.68600  C2 1.085
8 H 11.26300 11.90700 23.42600  C2 1.091
9 H 11.73300 9.24500 24.32900  O3 0.947
10 C 11.69800 14.06200 27.65600  C11 1.578, H13 1.104, H14 1.086, H15 1.106
11 C 11.75500 14.78000 26.25200  C10 1.578, O12 1.410, H16 1.025, H17 1.127
12 O 11.37500 13.98000 25.15500  C11 1.410, H18 0.938
13 H 12.38000 13.19700 27.58700  C10 1.104
14 H 10.70200 13.68300 27.86700  C10 1.086
15 H 11.96800 14.79200 28.44200  C10 1.106
16 H 12.74600 14.95900 26.05900  C11 1.025
17 H 11.14500 15.72600 26.19800  C11 1.127
18 H 11.58200 14.47800 24.38800  O12 0.938
19 C 14.95100 15.08400 24.19800  C20 1.503, H22 1.105, H23 1.099, H24 1.070
20 C 14.70300 13.86400 23.35600  C19 1.503, O21 1.359, H25 1.084, H26 1.132
21 O 14.78500 14.15400 22.03100  C20 1.359, H27 0.927
22 H 14.07000 15.74700 24.12600  C19 1.105
23 H 15.87300 15.63300 23.96000  C19 1.099
24 H 14.92600 14.93000 25.25700  C19 1.070
25 H 13.75200 13.39600 23.58100  C20 1.084
26 H 15.56200 13.22200 23.71700  C20 1.132
27 H 14.80500 13.39600 21.49700  O21 0.927
28 C 13.35600 10.24800 21.28500  C29 1.550, H31 1.105, H32 1.043, H33 1.071
29 C 14.31600 10.67500 20.14500  C28 1.550, O30 1.395, H34 1.113, H35 1.054
30 O 14.96300 11.82400 20.60000  C29 1.395, H36 0.995
31 H 13.99900 9.76400 22.04200  C28 1.105
32 H 12.71000 9.53900 20.87500  C28 1.043
33 H 12.89900 11.03800 21.84600  C28 1.071
34 H 13.84900 10.82900 19.14700  C29 1.113
35 H 14.93100 9.83400 19.98700  C29 1.054
36 H 15.72800 11.96000 19.97800  O30 0.995
37 C 17.12800 9.87600 26.67200  C38 1.469, H40 1.103, H41 1.047, H42 1.071
38 C 18.18000 9.13800 25.96000  C37 1.469, O39 1.402, H43 1.093, H44 1.075
39 O 17.62800 7.98700 25.38000  C38 1.402, H45 0.938
40 H 16.22500 10.19900 26.12700  C37 1.103
41 H 17.46700 10.69600 27.22800  C37 1.047
42 H 16.76600 9.29600 27.49600  C37 1.071
43 H 18.98100 8.85600 26.64800  C38 1.093
44 H 18.62200 9.77800 25.21800  C38 1.075
45 H 18.22400 7.74300 24.69800  O39 0.938
46 C 14.72900 7.39200 27.67100  C47 1.487, H49 1.048, H50 1.102, H51 1.076
47 C 14.10300 6.66700 28.80800  C46 1.487, O48 1.420, H52 1.058, H53 1.134
48 O 12.72100 6.99100 28.85300  C47 1.420, H54 1.003
49 H 14.35300 7.01000 26.77000  C46 1.048
50 H 15.81100 7.19000 27.72100  C46 1.102
51 H 14.66800 8.46300 27.75000  C46 1.076
52 H 14.47200 7.02700 29.73200  C47 1.058
53 H 14.20900 5.53900 28.76000  C47 1.134
54 H 12.31100 6.49200 29.62000  O48 1.003
55 C 18.09800 12.50500 23.94100  C56 1.514, H58 1.117, H59 1.068, H60 1.086
56 C 17.55500 11.70600 22.77500  C55 1.514, O57 1.390, H61 1.052, H62 1.092
57 O 16.88600 10.56500 23.20300  C56 1.390, H63 0.976
58 H 17.42000 13.18800 24.50900  C55 1.117
59 H 18.84300 13.13200 23.50300  C55 1.068
60 H 18.82000 12.01100 24.58500  C55 1.086
61 H 18.37200 11.42000 22.17800  C56 1.052
62 H 16.91200 12.29800 22.12000  C56 1.092
63 H 16.10900 10.86300 23.71200  O57 0.976
64 C 11.14000 7.06900 24.00900  C65 1.508, H67 1.050, H68 1.051, H69 1.120
65 C 11.76700 6.89800 25.37000  C64 1.508, O66 1.437, H70 1.099, H71 1.109
66 O 11.91800 8.14000 26.07600  C65 1.437, H72 0.981
67 H 11.10200 6.15200 23.49900  C64 1.050
68 H 11.57900 7.81500 23.41200  C64 1.051
69 H 10.07000 7.36700 24.15200  C64 1.120
70 H 12.77800 6.47000 25.32000  C65 1.099
71 H 11.14600 6.28600 26.05600  C65 1.109
72 H 12.12200 7.91800 27.01000  O66 0.981
73 C 11.31500 10.63600 28.70500  O74 1.447, H75 1.113, H76 1.104, H77 1.089
74 O 11.38400 9.41500 29.47900  C73 1.447, H78 0.946
75 H 12.26500 11.18400 28.89200  C73 1.113
76 H 10.48700 11.29500 29.02000  C73 1.104
77 H 11.33300 10.38600 27.64500  C73 1.089
78 H 12.22000 9.05200 29.22700  O74 0.946
79 C 13.77800 11.33000 25.82900  O80 1.424, H81 1.112, H82 1.066, H83 1.115
80 O 14.42200 11.13000 24.57500  C79 1.424, H84 0.953
81 H 13.58600 10.31100 26.23200  C79 1.112
82 H 12.91000 11.91600 25.63100  C79 1.066
83 H 14.45500 11.89500 26.51200  C79 1.115
84 H 13.68300 10.93900 24.00400  O80 0.953
85 C 14.66400 7.91500 24.06900  O86 1.385, H87 1.071, H88 1.043, H89 1.103
86 O 15.42100 6.79000 24.35300  C85 1.385, H90 0.989
87 H 14.41200 8.37300 25.00400  C85 1.071
88 H 13.85600 7.56500 23.51000  C85 1.043
89 H 15.20700 8.66400 23.46800  C85 1.103
90 H 16.26300 7.09700 24.77100  O86 0.989

HOMO across the listed records, respectively: -8.9, -9.2 eV.